1.
Computed, not measured: one molecule with the formula C6H9N, with ωB97M-V/def2-TZVPD.

```
16
Properties=species:S:1:pos:R:3:forces:R:3
C -1.027 1.657 -0.662 -0.1 0.1 0.0
C 0.177 0.821 -0.320 -0.2 -0.3 0.0
C 0.138 -0.488 -0.329 -0.1 -0.1 0.0
C -0.763 -2.490 0.814 -0.1 -0.1 0.1
C -0.089 -1.774 -0.328 0.0 0.3 -0.1
C 2.551 1.042 0.171 -0.3 0.5 0.1
N 1.349 1.565 0.055 0.2 -0.2 0.0
H -1.898 1.011 -0.791 0.1 0.1 0.0
H -0.890 2.247 -1.575 0.1 -0.1 0.1
H -1.246 2.353 0.158 0.0 -0.1 -0.1
H -1.404 -3.294 0.439 0.1 0.1 0.0
H -1.387 -1.794 1.379 0.1 -0.1 0.0
H -0.038 -2.934 1.499 0.0 0.0 0.0
H 0.192 -2.366 -1.199 0.0 0.1 0.1
H 3.197 1.892 0.480 -0.1 -0.2 -0.1
H 1.137 2.553 0.208 0.1 -0.2 0.0
```
Positions in Å, forces in eV/Å.

E ... -288.6314 Ha
E_LUMO ... 0.9 eV
Charge ... 0
Molecular weight ... 95.1 g/mol
Relative energy (zero: lowest compared OMol25 entry of this formula, charge and spin) ... 94.5 kcal per mole
HOMO-LUMO gap ... 9.2 eV
HOMO ... -0.30658 hartree


2.
Computed, not measured: C3H4N2O as an isolated structure, with ωB97M-V/def2-TZVPD.

```
10
Properties=species:S:1:pos:R:3:forces:R:3
C -0.613 1.520 1.273 1.6 -2.3 -1.7
C 0.561 0.083 0.624 -1.2 1.3 1.7
C -0.893 1.903 0.096 -0.2 -0.3 -3.4
N 0.735 -1.900 -0.493 0.6 -1.4 -2.2
N 0.169 -0.627 -0.387 -0.8 0.7 0.9
O -0.986 1.982 -1.098 -0.3 0.5 1.9
H -0.905 1.747 2.257 0.3 -0.1 0.8
H 1.493 -2.080 0.153 -0.2 0.7 0.4
H 1.131 -2.035 -1.449 -0.4 0.3 0.9
H -0.691 -0.592 -0.977 0.6 0.6 0.7
```
Positions in Å, forces in eV/Å.

E ... -301.2632 Ha
E_LUMO ... 0.5 eV
Charge ... 0
Molecular weight ... 84.1 g/mol
Relative energy (zero: lowest compared OMol25 entry of this formula, charge and spin) ... 140.6 kcal per mole
HOMO-LUMO gap ... 9.2 eV
HOMO ... -0.31897 hartree


3.
Computed, not measured: a 10-piece molecular cluster, C27H76N16O10 overall, with ωB97M-V/def2-TZVPD.

```
129
Properties=species:S:1:pos:R:3:forces:R:3
C 8.880 6.647 24.828 1.0 0.6 -0.1
C 8.552 5.502 25.819 1.3 0.8 -1.3
C 9.541 4.400 25.445 -0.5 -1.5 -0.6
C 8.891 5.952 27.238 -0.6 -0.9 0.8
C 7.872 6.899 27.839 0.8 0.2 0.0
C 6.448 6.382 27.686 1.1 0.7 -0.2
C 6.113 5.904 26.243 -2.2 0.1 0.2
C 4.816 5.079 26.498 1.1 -0.8 0.1
C 5.712 7.100 25.320 0.8 0.0 0.1
N 7.167 5.081 25.677 0.2 -0.6 3.0
O 6.840 4.357 24.546 0.1 0.8 -0.3
H 9.965 6.764 24.720 0.0 -0.2 0.2
H 8.571 6.444 23.801 -0.4 0.0 0.1
H 8.579 7.648 25.149 -0.6 -0.2 -0.1
H 9.409 4.141 24.389 0.4 0.5 -0.2
H 10.575 4.662 25.661 0.0 0.3 -0.2
H 9.391 3.404 25.878 -0.4 0.4 0.7
H 8.942 5.051 27.862 -0.3 -0.1 0.0
H 9.898 6.355 27.361 0.0 0.2 -0.7
H 8.153 7.023 28.889 -0.3 0.1 0.1
H 8.031 7.888 27.395 -0.4 0.0 -0.1
H 5.812 7.222 27.977 -0.4 -0.2 -0.3
H 6.288 5.607 28.436 0.0 -0.3 -0.3
H 4.299 4.698 25.615 1.7 0.6 1.2
H 4.085 5.610 27.107 0.1 0.4 -0.1
H 5.134 4.210 27.081 -0.2 -0.2 0.0
H 6.192 6.998 24.344 0.1 0.1 0.0
H 6.093 7.998 25.808 -0.2 0.3 -0.4
H 4.652 7.193 25.085 -0.1 0.0 0.5
H 6.696 5.005 23.832 0.0 -0.2 -0.3
C 13.492 7.834 20.887 0.0 0.2 -1.2
O 13.475 6.724 21.742 -0.2 0.0 0.5
C 14.772 6.318 22.151 -0.2 -0.7 -0.1
C 14.735 4.940 22.839 0.6 -0.5 0.6
C 13.686 4.860 23.932 -1.0 0.3 -0.6
N 16.060 4.621 23.388 0.7 0.8 -0.5
H 12.490 8.154 20.594 -0.3 -0.2 0.7
H 13.917 7.533 19.919 0.5 0.2 0.2
H 14.018 8.694 21.310 0.1 -0.1 0.0
H 15.362 6.217 21.236 0.5 0.2 0.2
H 15.164 7.072 22.842 0.3 0.0 -0.1
H 14.630 4.166 22.073 -0.8 0.2 -0.1
H 12.760 5.253 23.505 -0.2 0.0 0.5
H 13.955 5.442 24.815 0.1 0.2 -0.1
H 13.449 3.857 24.282 0.4 -0.1 -0.2
H 16.452 5.429 23.860 0.0 -0.1 0.1
H 16.018 3.866 24.058 -0.1 0.0 0.0
C 2.577 4.020 24.507 -0.8 0.0 0.0
O 3.055 2.873 23.829 0.1 0.1 -0.6
C 4.375 2.461 24.171 0.2 1.4 0.4
C 5.092 1.843 22.960 -0.4 -1.5 0.3
C 4.718 0.358 22.826 -0.5 -0.7 -0.7
N 6.560 1.828 23.020 -0.1 0.8 0.1
H 3.320 4.681 24.964 -1.1 -0.6 -1.3
H 1.927 3.713 25.331 -0.2 0.0 0.1
H 2.000 4.640 23.821 -0.2 -0.2 -0.2
H 4.911 3.348 24.534 0.2 -0.4 -0.5
H 4.324 1.811 25.052 0.1 -0.5 -0.2
H 4.791 2.342 22.039 -0.1 0.3 0.1
H 5.034 -0.024 21.851 0.2 0.1 0.0
H 3.659 0.089 22.863 -0.1 0.6 0.2
H 5.206 -0.291 23.557 0.2 0.4 0.2
H 6.812 1.642 23.987 0.3 0.0 -0.1
H 6.936 2.753 22.806 -0.2 0.0 0.4
C 13.183 4.562 18.668 0.0 -0.4 -0.3
O 13.249 3.291 19.289 0.3 0.5 1.1
C 14.313 2.480 18.860 -0.4 -1.2 -0.3
C 14.274 1.126 19.603 -1.0 0.0 0.3
C 14.475 1.285 21.085 0.0 0.7 1.1
N 15.161 0.130 19.010 0.2 0.9 -0.6
H 14.148 5.078 18.680 0.1 -0.1 -0.1
H 12.470 5.200 19.187 -0.1 -0.3 0.1
H 12.841 4.390 17.642 0.1 0.4 -0.2
H 14.137 2.281 17.794 0.4 -0.1 -0.2
H 15.339 2.851 18.986 -0.2 0.7 0.1
H 13.253 0.735 19.507 0.0 0.0 -0.2
H 14.317 0.383 21.676 -0.1 -0.2 -0.4
H 13.747 2.018 21.447 0.0 -0.1 0.0
H 15.447 1.675 21.409 0.2 0.0 -0.4
H 14.805 0.029 18.059 0.2 -0.4 0.0
H 16.041 0.632 18.867 0.2 -0.5 0.1
N 6.254 5.516 17.713 0.2 1.6 -0.5
C 6.245 4.176 17.931 -1.2 0.3 -0.6
N 6.513 3.833 19.215 0.1 -1.1 -0.5
O 5.867 3.408 17.048 0.7 0.0 0.8
H 6.091 5.879 16.791 -0.1 -0.5 -0.1
H 6.604 6.214 18.346 0.1 -0.4 0.4
H 6.420 2.845 19.376 0.2 0.0 0.4
H 6.722 4.469 19.960 0.1 0.0 0.0
N 5.523 7.006 20.600 0.1 -0.2 0.2
C 5.224 5.838 21.227 0.9 0.0 -0.2
N 3.993 5.360 20.989 0.3 0.1 0.3
O 6.095 5.232 21.890 -0.8 0.3 0.0
H 6.353 7.508 20.877 -0.1 0.0 -0.1
H 4.877 7.463 19.983 0.0 0.3 0.1
H 3.732 4.472 21.384 -0.2 0.1 -0.2
H 3.411 5.925 20.401 -0.5 -0.4 0.1
N 8.832 5.276 21.189 -0.1 0.8 -0.1
C 9.896 6.097 21.390 -0.8 -0.3 -0.6
N 11.045 5.437 21.672 -0.1 1.4 -0.1
O 9.780 7.331 21.272 0.9 -0.4 0.9
H 7.897 5.638 21.317 0.1 -0.1 0.0
H 8.979 4.292 21.110 -0.1 -0.7 0.2
H 11.038 4.448 21.479 0.5 -0.1 0.1
H 11.878 6.044 21.725 -0.2 -1.1 -0.1
N 9.585 0.939 24.588 0.2 0.2 -0.8
C 10.897 0.944 24.935 0.6 1.2 1.1
N 11.649 1.808 24.151 0.3 -0.6 0.2
O 11.372 0.419 25.932 -0.2 -0.3 -0.6
H 9.454 1.358 23.681 -0.9 -0.3 0.0
H 8.936 0.282 24.976 0.1 -0.2 -0.1
H 12.560 2.004 24.518 0.0 -0.1 -0.1
H 11.309 2.389 23.406 -0.2 -0.1 0.0
N 7.800 10.334 21.686 -0.4 1.1 1.1
C 7.304 9.795 20.559 -1.7 -0.2 -2.4
N 8.066 8.890 19.911 1.2 -0.3 1.4
O 6.204 10.148 20.081 0.9 0.0 0.8
H 8.455 9.943 22.339 0.2 -0.4 -0.4
H 7.151 11.011 22.058 0.2 -0.1 0.2
H 8.815 8.443 20.469 -0.3 -0.1 -0.9
H 7.807 8.527 19.018 -0.3 0.1 0.0
N 8.002 0.954 20.610 0.0 0.8 0.8
C 9.199 1.520 20.318 -0.7 0.5 -0.6
N 9.796 1.106 19.181 0.9 -0.1 -0.2
O 9.657 2.472 20.964 0.0 -0.2 0.4
H 7.453 1.444 21.337 0.3 -1.1 -0.1
H 7.625 0.159 20.133 0.0 0.0 -0.1
H 9.517 0.295 18.664 -0.1 0.0 0.0
H 10.674 1.545 18.950 -0.1 -0.1 0.1
```
Positions in Å, forces in eV/Å.

E ... -2702.9646 Ha
E_LUMO ... 0.4 eV
SMILES ... CC1(C)CCCC(C)(C)N1O.COC[C@H](C)N.COC[C@H](C)N.COC[C@H](C)N.NC(N)=O.NC(N)=O.NC(N)=O.NC(N)=O.NC(N)=O.NC(N)=O
Charge ... 0
Molecular weight ... 785.0 g/mol
Relative energy (zero: lowest compared OMol25 entry of this formula, charge and spin) ... 0.0 kcal per mole
HOMO-LUMO gap ... 8.4 eV
HOMO ... -0.29653 hartree


4.
Computed, not measured: a 2-piece molecular cluster, C3H2IN overall, with ωB97M-V/def2-TZVPD.

```
7
Properties=species:S:1:pos:R:3:forces:R:3
C 1.570 2.822 -0.057 0.0 -2.3 0.2
C 0.238 -0.235 0.063 -1.3 1.6 -2.0
C 1.496 0.129 0.032 -0.8 1.0 0.1
N 1.919 3.921 0.050 -0.1 0.1 0.0
I 3.470 -0.283 -0.005 -0.8 0.2 0.1
H -0.303 -1.187 -0.118 1.4 -0.1 0.7
H -0.575 0.527 -0.222 1.6 -0.5 1.0
```
Positions in Å, forces in eV/Å.

E ... -467.7395 Ha
E_LUMO (spin up / spin down) ... -2.6 / -2.6 eV
Charge ... 0
Molecular weight ... 179.0 g/mol
Relative energy (zero: lowest compared OMol25 entry of this formula, charge and spin) ... 107.0 kcal per mole
HOMO-LUMO gap (spin up / spin down) ... 7.2 / 7.2 eV
HOMO (spin up / spin down) ... -0.36020 / -0.35914 hartree


5.
Computed, not measured: a 2-piece molecular cluster, CH3N2OP overall, with ωB97M-V/def2-TZVPD.

```
8
Properties=species:S:1:pos:R:3:forces:R:3
C -2.016 -1.112 -0.046 0.3 1.0 0.4
N -2.141 -2.243 -0.216 -0.2 -0.4 -0.3
N 0.949 -0.385 0.170 -0.5 4.7 0.9
O -1.407 1.511 -0.510 1.3 -1.4 -1.7
P -1.646 0.521 0.706 0.5 -1.4 1.1
H 1.197 -0.200 1.154 0.1 -0.3 -0.4
H 0.747 -1.306 0.089 -0.8 -4.0 -0.1
H -0.787 0.908 -1.045 -0.7 1.8 0.1
```
Positions in Å, forces in eV/Å.

E ... -565.9002 Ha
E_LUMO (spin up / spin down) ... -1.6 / -1.4 eV
Charge ... 0
Molecular weight ... 90.0 g/mol
Relative energy (zero: lowest compared OMol25 entry of this formula, charge and spin) ... 76.6 kcal per mole
HOMO-LUMO gap (spin up / spin down) ... 9.5 / 7.6 eV
HOMO (spin up / spin down) ... -0.40653 / -0.32958 hartree


6.
Computed, not measured: one molecule with the formula C5H8N2O, with ωB97M-V/def2-TZVPD.

```
16
Properties=species:S:1:pos:R:3:forces:R:3
C 0.357 -1.193 0.154 1.0 1.6 0.3
C 1.053 -0.043 1.027 -0.2 -0.6 -1.3
C -0.847 -0.137 -1.745 2.9 -2.0 -0.7
C -0.484 0.073 -3.157 0.3 -4.3 -0.5
C 0.096 0.548 3.140 2.2 1.3 -1.9
N -0.096 -0.810 -0.985 -1.0 -0.7 0.4
N 0.451 -0.387 2.098 -1.0 -1.4 1.2
O 1.679 0.893 0.564 0.1 0.2 -0.1
H 0.253 -2.178 0.617 -0.1 0.3 -0.6
H -1.613 0.415 -1.391 -2.7 1.5 1.6
H -0.350 1.055 -3.202 0.5 4.5 -0.8
H -1.193 -0.254 -3.956 0.4 0.1 0.9
H 0.515 -0.380 -3.267 -0.5 0.0 -0.5
H -0.450 1.344 2.633 -0.3 0.3 0.6
H -0.407 0.086 3.920 -1.2 -0.8 1.2
H 1.036 0.965 3.549 -0.4 0.2 0.0
```
Positions in Å, forces in eV/Å.

E ... -379.9436 Ha
E_LUMO ... 0.2 eV
Charge ... 0
Molecular weight ... 112.1 g/mol
Relative energy (zero: lowest compared OMol25 entry of this formula, charge and spin) ... 90.7 kcal per mole
HOMO-LUMO gap ... 8.5 eV
HOMO ... -0.30504 hartree


7.
Computed, not measured: a 2-piece molecular cluster, C5H14N2O overall, with ωB97M-V/def2-TZVPD.

```
22
Properties=species:S:1:pos:R:3:forces:R:3
N -0.778 -1.917 0.077 0.3 0.0 -0.1
C -1.392 -0.667 -0.206 -1.2 0.4 1.6
C -1.641 0.255 0.751 -0.8 -1.3 -1.1
N -2.317 1.465 0.518 0.2 0.3 -0.1
H -1.008 -2.265 1.001 0.0 -0.1 -0.2
H -0.968 -2.615 -0.630 -0.1 0.0 0.2
H -1.806 -0.557 -1.203 0.3 0.1 0.0
H -1.441 0.042 1.794 0.3 0.1 0.0
H -3.009 1.689 1.221 0.1 0.0 -0.1
H -2.707 1.532 -0.414 0.0 0.0 0.2
C 0.953 0.613 -1.539 2.8 -0.1 1.0
C 1.961 0.006 -0.217 -2.4 0.6 -2.7
C 1.505 0.581 1.093 -1.2 0.7 0.5
O 2.027 -1.377 -0.255 0.0 -0.7 0.1
H -0.097 0.544 -1.793 -0.2 -0.6 1.1
H 1.468 0.199 -2.404 0.2 0.2 -0.2
H 1.143 1.683 -1.486 0.2 0.2 -0.2
H 2.947 0.365 -0.513 -0.1 0.1 0.0
H 1.225 -0.201 1.799 0.4 -0.2 0.0
H 2.272 1.209 1.547 -0.2 0.1 0.1
H 0.544 1.135 0.959 1.1 0.0 0.1
H 1.121 -1.719 -0.102 0.2 0.1 0.0
```
Positions in Å, forces in eV/Å.

E ... -383.5819 Ha
E_LUMO ... 0.9 eV
SMILES ... N/C=C/N.CC(C)O
Charge ... 0
Molecular weight ... 118.2 g/mol
Relative energy (zero: lowest compared OMol25 entry of this formula, charge and spin) ... 74.5 kcal per mole
HOMO-LUMO gap ... 8.5 eV
HOMO ... -0.27783 hartree


8.
Computed, not measured: one molecule with the formula C3H3N3, with ωB97M-V/def2-TZVPD.

```
9
Properties=species:S:1:pos:R:3:forces:R:3
N -1.031 1.448 -1.960 0.3 -0.7 0.9
C -0.746 0.774 -1.066 -0.3 0.6 -0.8
C -0.361 -0.057 0.095 -0.1 0.0 0.0
N 0.495 0.715 0.971 0.2 -0.1 0.1
C 0.211 -1.345 -0.384 0.4 -0.9 -0.3
N 0.686 -2.348 -0.708 -0.5 1.0 0.3
H -1.281 -0.299 0.640 0.1 0.0 -0.1
H 0.620 0.245 1.860 0.0 0.0 -0.1
H 1.407 0.865 0.552 -0.1 0.0 0.1
```
Positions in Å, forces in eV/Å.

E ... -280.3478 Ha
E_LUMO ... 0.3 eV
SMILES ... N#CC(N)C#N
Charge ... 0
Molecular weight ... 81.1 g/mol
Relative energy (zero: lowest compared OMol25 entry of this formula, charge and spin) ... 20.7 kcal per mole
HOMO-LUMO gap ... 11.6 eV
HOMO ... -0.41460 hartree